No. 1
# C4H10N2O

A 2-piece molecular cluster, C4H10N2O overall in a non-equilibrium geometry (wB97M-V/def2-TZVPD, the OMol25 dataset).

Last column: natural (NBO) charge in e.
CARTESIAN COORDINATES (ANGSTROEM)
C 0.652 0.235 2.895  -0.292
C -1.515 -1.181 -1.856  0.450
C -1.655 -0.044 -2.800  -0.743
C 2.163 0.656 1.100  -0.408
N -0.046 0.111 0.682  -0.615
N 0.821 0.316 1.606  -0.020
O -1.334 -2.312 -2.259  -0.523
H -0.248 -0.140 3.358  0.189
H 1.424 0.209 3.539  0.181
H -1.580 -0.771 -0.865  0.121
H -0.811 0.566 -3.016  0.244
H -2.579 0.525 -2.670  0.223
H -1.826 -0.498 -3.773  0.224
H 2.211 1.625 0.575  0.226
H 2.854 0.707 1.917  0.204
H 2.463 -0.168 0.481  0.227
H -0.993 0.165 1.086  0.313

As for the orbital gap: 8.9 eV. As for the spin multiplicity: 1. For the total energy, the calculation gives -9334.1924 eV. Its lowest unoccupied orbital energy is 0.829 eV.

---

No. 2
# C4H10N2O

A 2-piece molecular cluster, C4H10N2O overall in a non-equilibrium geometry (wB97M-V/def2-TZVPD, the OMol25 dataset).

Last column: natural (NBO) charge in e.
CARTESIAN COORDINATES (ANGSTROEM)
C -1.542 -1.014 0.079  -0.630
C -0.702 -0.043 -0.754  -0.048
C -1.152 1.401 -0.529  -0.629
N 0.780 -0.262 -0.500  -0.561
C 0.899 0.123 0.661  0.673
N 0.952 0.202 1.865  -0.711
H -2.579 -0.996 -0.251  0.217
H -1.511 -0.725 1.127  0.213
H -1.160 -2.028 -0.016  0.219
H -0.807 -0.292 -1.818  0.200
H -0.481 2.094 -1.034  0.218
H -2.156 1.549 -0.922  0.220
H -1.169 1.628 0.535  0.206
H 1.268 1.003 2.394  0.407
O 3.388 -0.694 -0.061  -0.950
H 3.130 -1.612 0.017  0.469
H 2.842 -0.333 -0.791  0.487

As for the orbital gap: 10.9 eV. As for the spin multiplicity: 1. For the total energy, the calculation gives -9336.9082 eV. As for the SMILES: CC(C)N=C=N.O. Its lowest unoccupied orbital energy is 0.923 eV.

---

No. 3
# C4H10N2O

One molecule with the formula C4H10N2O in a non-equilibrium geometry (wB97M-V/def2-TZVPD, the OMol25 dataset).

Last column: natural (NBO) charge in e.
CARTESIAN COORDINATES (ANGSTROEM)
C 0.511 1.541 1.429  -0.429
N -0.133 0.444 0.630  -0.438
C -1.304 0.965 -0.041  -0.402
C 0.741 -0.115 -0.455  -0.323
C 0.638 -1.634 -0.218  0.708
N -0.118 -2.350 -1.313  -0.896
O 0.986 -2.324 0.695  -0.567
H -0.089 1.699 2.391  0.214
H 1.547 1.245 1.798  0.211
H 0.679 2.488 0.825  0.173
H -1.559 1.912 0.267  0.196
H -2.187 0.102 0.283  0.191
H -1.239 0.883 -1.150  0.177
H 1.874 0.154 -0.348  0.225
H 0.341 0.197 -1.390  0.193
H -0.301 -3.335 -1.274  0.396
H -0.387 -1.871 -2.130  0.370

As for the orbital gap: 9.8 eV. As for the spin multiplicity: 1. For the total energy, the calculation gives -9336.1028 eV. As for the SMILES: CN(C)CC(N)=O. Its lowest unoccupied orbital energy is 0.886 eV.

---

No. 4
# C4H10N2O

A 2-piece molecular cluster, C4H10N2O overall in a non-equilibrium geometry (wB97M-V/def2-TZVPD, the OMol25 dataset).

Last column: natural (NBO) charge in e.
CARTESIAN COORDINATES (ANGSTROEM)
H -0.552 0.089 1.819  0.371
N -1.309 0.731 1.464  -0.580
C -1.531 0.605 0.243  0.084
C -0.958 -0.451 -0.689  0.091
C -1.035 -1.748 -0.371  -0.500
N -0.541 0.018 -1.927  -0.814
H -2.150 1.357 -0.261  0.161
H -1.284 -2.055 0.629  0.218
H -0.741 -2.525 -1.060  0.199
H -0.523 -0.663 -2.673  0.384
H -0.907 0.914 -2.214  0.382
C 2.125 0.922 0.905  -0.245
O 1.442 -0.267 1.229  -0.743
H 2.475 1.349 1.842  0.184
H 1.457 1.638 0.415  0.163
H 2.979 0.732 0.248  0.163
H 1.052 -0.646 0.401  0.482

As for the orbital gap: 9.6 eV. As for the spin multiplicity: 1. For the total energy, the calculation gives -9336.3195 eV. As for the SMILES: [H]/N=C\C(=C)N.CO. Its lowest unoccupied orbital energy is 0.754 eV.

---

No. 5
# C4H10N2O

One molecule with the formula C4H10N2O in a non-equilibrium geometry (wB97M-V/def2-TZVPD, the OMol25 dataset).

Last column: natural (NBO) charge in e.
CARTESIAN COORDINATES (ANGSTROEM)
C 2.515 -0.021 -0.025  -0.432
N 1.373 -0.891 -0.268  -0.464
N -0.151 -0.313 0.023  -0.314
C -1.112 -1.393 -0.189  -0.416
C -0.297 1.007 -0.128  0.708
C -1.942 1.371 0.264  -0.723
O 0.416 1.945 -0.402  -0.609
H 3.437 -0.619 -0.033  0.207
H 2.455 0.495 0.942  0.184
H 2.626 0.717 -0.826  0.219
H 1.465 -1.678 0.379  0.345
H -2.082 -1.040 -0.542  0.225
H -1.249 -1.928 0.756  0.198
H -0.709 -2.089 -0.931  0.224
H -2.510 1.208 -0.652  0.211
H -2.318 0.798 1.110  0.206
H -1.919 2.430 0.522  0.230

As for the orbital gap: 9.7 eV. As for the spin multiplicity: 1. For the total energy, the calculation gives -9335.5886 eV. As for the SMILES: CNN(C)C(C)=O. Its lowest unoccupied orbital energy is 0.869 eV.

---

No. 6
# C4H10N2O

One molecule with the formula C4H10N2O in a non-equilibrium geometry (wB97M-V/def2-TZVPD, the OMol25 dataset).

Last column: natural (NBO) charge in e.
CARTESIAN COORDINATES (ANGSTROEM)
C -0.228 0.804 1.604  -0.419
C 0.417 0.338 0.554  0.174
C 1.879 0.061 0.477  -0.689
N -0.296 0.033 -0.721  0.177
C -0.702 -1.398 -0.637  -0.413
N -1.547 0.783 -0.708  -0.676
O 0.420 0.284 -1.770  -0.702
H 0.305 1.016 2.516  0.209
H -1.286 0.987 1.602  0.229
H 2.182 0.176 -0.567  0.278
H 2.097 -0.961 0.798  0.218
H 2.436 0.750 1.109  0.228
H -1.193 -1.658 -1.570  0.218
H 0.194 -1.997 -0.537  0.218
H -1.368 -1.544 0.202  0.214
H -2.019 0.553 -1.580  0.367
H -1.291 1.772 -0.771  0.371

As for the orbital gap: 9.7 eV. As for the spin multiplicity: 1. For the total energy, the calculation gives -9334.1694 eV. As for the SMILES: C=C(C)[N@@+](C)(N)[O-]. Its lowest unoccupied orbital energy is 0.953 eV.

---

No. 7
# C4H10N2O

A 2-piece molecular cluster, C4H10N2O overall in a non-equilibrium geometry (wB97M-V/def2-TZVPD, the OMol25 dataset).

Last column: natural (NBO) charge in e.
CARTESIAN COORDINATES (ANGSTROEM)
N 1.241 -1.375 1.162  -0.842
C 0.332 -1.278 0.016  -0.233
C -1.013 -0.624 0.200  -0.279
N -1.122 0.529 -0.705  -0.369
C -0.326 1.511 -0.596  0.000
C 0.333 2.001 0.609  0.357
O 0.100 1.630 1.713  -0.493
H 2.199 -1.357 0.826  0.360
H 1.121 -0.612 1.802  0.364
H 0.175 -2.275 -0.407  0.208
H 0.732 -0.675 -0.797  0.182
H -1.213 -0.278 1.215  0.240
H -1.915 -1.204 0.029  0.225
H -0.913 0.002 -1.727  0.223
H -0.620 -0.859 -2.294  -0.258
H -0.251 2.125 -1.493  0.194
H 1.140 2.738 0.447  0.121

As for the orbital gap: 6.7 eV. As for the spin multiplicity: 1. For the total energy, the calculation gives -9332.9323 eV. Its lowest unoccupied orbital energy is -1.476 eV.

---

No. 8
# C4H10N2O

One molecule with the formula C4H10N2O in a non-equilibrium geometry (wB97M-V/def2-TZVPD, the OMol25 dataset).

Last column: natural (NBO) charge in e.
CARTESIAN COORDINATES (ANGSTROEM)
N -2.594 1.143 0.493  -0.852
C -1.718 -0.015 0.213  -0.046
N -0.344 0.212 0.518  -0.655
C 0.549 0.605 -0.563  -0.208
C 1.657 -0.406 -0.896  -0.533
C 2.194 -1.163 0.294  0.442
O 2.409 -0.681 1.374  -0.515
H -3.134 0.897 1.315  0.348
H -2.057 1.937 0.825  0.361
H -2.034 -0.824 0.874  0.171
H -1.872 -0.311 -0.826  0.156
H 0.052 -0.439 1.172  0.381
H 0.931 1.614 -0.389  0.186
H -0.079 0.789 -1.442  0.197
H 2.433 0.020 -1.529  0.247
H 1.154 -1.159 -1.518  0.211
H 2.453 -2.218 0.084  0.108

As for the orbital gap: 9.6 eV. As for the spin multiplicity: 1. For the total energy, the calculation gives -9336.7295 eV. As for the SMILES: NCNCCC=O. Its lowest unoccupied orbital energy is 0.817 eV.